Entry from OMol25: a 2-piece molecular cluster, C6H15NO2 overall (the ωB97M-V functional and the def2-TZVPD basis).

* gap between HOMO and LUMO: 10.8 eV
* SMILES: CCCCCNC=O.O
* energy relative to the best compared isomer or geometry (same formula, charge and spin): 26.8 kJ/mol
* HOMO: -9.855 eV
* molar mass: 133.19 g/mol

Atoms and positions in Å:
C 2.887 -2.424 0.012
C 1.736 -1.668 0.662
C 1.689 -0.193 0.273
C 1.214 0.078 -1.156
C -0.250 -0.291 -1.401
N -1.164 0.377 -0.493
C -1.819 1.508 -0.795
O -2.493 2.140 0.005
H 3.848 -1.965 0.256
H 2.917 -3.464 0.328
H 2.785 -2.418 -1.075
H 1.793 -1.753 1.749
H 0.787 -2.156 0.409
H 2.689 0.229 0.380
H 1.085 0.380 0.978
H 1.344 1.142 -1.371
H 1.833 -0.469 -1.873
H -0.526 -0.029 -2.422
H -0.391 -1.365 -1.297
H -1.220 0.066 0.471
H -1.721 1.816 -1.846
O -1.881 0.828 2.346
H -2.211 1.450 1.662
H -2.655 0.504 2.812

Mulliken population analysis, charges in e, atoms 1 to 6:
1. C -1.22
2. C -0.25
3. C -0.77
4. C -0.35
5. C -1.06
6. N -0.08



Entry from OMol25: C6H15NO2S2 as an isolated structure in a non-equilibrium geometry (the ωB97M-V functional and the def2-TZVPD basis).

* gap between HOMO and LUMO: 9.3 eV
* energy relative to the best compared isomer or geometry (same formula, charge and spin): 63.4 kJ/mol
* HOMO: -8.971 eV
* molar mass: 197.32 g/mol

Atoms and positions in Å:
C 3.875 0.307 0.521
C 2.391 -1.372 -0.468
C -3.541 -0.146 -1.026
C -2.794 0.826 1.299
C 2.478 -0.255 0.626
C -2.755 -0.248 0.223
N 1.526 0.798 0.424
O -0.902 -1.640 -1.207
O -0.704 0.933 -0.871
S 0.998 1.341 -0.845
S -0.927 -0.583 -0.196
H 4.219 0.795 1.430
H 4.654 -0.422 0.214
H 3.918 1.064 -0.211
H 1.375 -1.826 -0.632
H 3.056 -2.207 -0.164
H 2.714 -1.075 -1.493
H -3.330 0.770 -1.557
H -3.436 -1.095 -1.592
H -4.598 -0.303 -0.843
H -2.040 1.621 0.984
H -2.631 0.364 2.315
H -3.750 1.369 1.280
H 2.295 -0.655 1.669
H -2.988 -1.145 0.583
H 0.895 2.782 -0.466

Mulliken population analysis, charges in e, atoms 1 to 6:
1. C -1.32
2. C -1.34
3. C -1.41
4. C -1.04
5. C 0.62
6. C 0.04



Entry from OMol25: one molecule with the formula C6H15NOSi in a non-equilibrium geometry (the ωB97M-V functional and the def2-TZVPD basis).

* gap between HOMO and LUMO: 9.6 eV
* SMILES: [H]/N=C/[C@@](C)(O)[Si](C)(C)C
* energy relative to the best compared isomer or geometry (same formula, charge and spin): 237.2 kJ/mol
* HOMO: -8.721 eV
* molar mass: 145.28 g/mol

Atoms and positions in Å:
H -3.430 -1.124 1.716
N -2.636 -0.601 1.440
C -2.177 -0.642 0.275
C -0.976 0.706 -0.123
C -1.327 1.094 -1.582
O -1.192 1.746 0.793
Si 0.796 -0.100 -0.007
C 0.874 -1.697 -1.056
C 0.933 -0.615 1.856
C 2.145 1.204 -0.335
H -2.218 -1.266 -0.612
H -2.376 1.052 -1.817
H -1.123 2.216 -1.661
H -0.792 0.348 -2.208
H -1.917 1.486 1.386
H 1.975 -1.826 -1.176
H 0.538 -2.481 -0.361
H 0.352 -1.807 -1.983
H 0.103 -1.247 2.234
H 1.847 -1.106 2.016
H 0.920 0.212 2.552
H 1.695 2.212 -0.049
H 2.871 1.076 0.395
H 2.624 1.128 -1.369

Mulliken population analysis, charges in e, atoms 1 to 6:
1. H 0.23
2. N -0.59
3. C -0.03
4. C 0.69
5. C -1.45
6. O -0.57



Entry from OMol25: a 2-piece molecular cluster, C6H16 overall in a non-equilibrium geometry (the ωB97M-V functional and the def2-TZVPD basis).

* gap between HOMO and LUMO (alpha / beta): 2.5 / 11.8 eV
* energy relative to the best compared isomer or geometry (same formula, charge and spin): 19.0 kJ/mol
* HOMO (alpha / beta): 1.545 / -7.719 eV
* 2S+1: 2
* molar mass: 88.19 g/mol
* net charge: -1

Atoms and positions in Å:
C 2.141 -0.498 -1.072
C 0.799 -0.962 -1.659
C 2.330 -0.795 0.403
H 2.921 -0.978 -1.678
H 2.243 0.569 -1.311
H -0.061 -0.664 -1.052
H 1.854 -1.765 0.628
H 0.695 -2.036 -1.794
H 0.636 -0.440 -2.606
H 3.373 -0.922 0.723
H 1.838 -0.098 1.082
C -1.298 0.719 1.204
C -2.319 -0.372 0.825
C -1.399 1.999 0.364
H -1.516 0.921 2.249
H -0.272 0.372 1.111
H -2.674 -0.932 1.701
H -2.132 2.728 0.705
H -0.410 2.467 0.352
H -1.907 -1.151 0.169
H -3.178 0.070 0.327
H -1.664 1.770 -0.671

Mulliken population analysis, charges in e, atoms 1 to 6:
1. C -0.70
2. C -0.85
3. C -3.10
4. H 0.51
5. H 0.35
6. H -0.47



Entry from OMol25: a 2-piece molecular cluster, C6H16 overall in a non-equilibrium geometry (the ωB97M-V functional and the def2-TZVPD basis).

* gap between HOMO and LUMO: 11.9 eV
* SMILES: CC(C)C.CC
* energy relative to the best compared isomer or geometry (same formula, charge and spin): 158.8 kJ/mol
* HOMO: -10.805 eV
* molar mass: 88.19 g/mol

Atoms and positions in Å:
C 0.730 0.253 -1.093
C 1.126 0.953 0.190
C 1.477 -0.060 1.405
C 2.254 1.993 -0.008
H 0.207 0.911 -1.723
H 0.004 -0.463 -0.936
H 1.581 -0.346 -1.579
H 0.140 1.374 0.479
H 2.477 -0.697 1.151
H 1.659 0.586 2.290
H 0.609 -0.747 1.608
H 1.845 2.746 -0.719
H 2.529 2.535 0.845
H 3.200 1.590 -0.432
C -3.102 -0.871 -0.306
C -1.915 -1.767 0.045
H -3.663 -0.442 0.586
H -2.852 -0.100 -1.038
H -3.668 -1.261 -1.100
H -2.043 -2.518 0.812
H -0.993 -1.193 0.249
H -1.601 -2.475 -0.728

Mulliken population analysis, charges in e, atoms 1 to 6:
1. C -1.14
2. C 0.69
3. C -1.06
4. C -1.43
5. H 0.40
6. H 0.19



Entry from OMol25: a 2-piece molecular cluster, C6H16 overall in a non-equilibrium geometry (the ωB97M-V functional and the def2-TZVPD basis).

* gap between HOMO and LUMO: 11.8 eV
* SMILES: CCC.CCC
* energy relative to the best compared isomer or geometry (same formula, charge and spin): 185.8 kJ/mol
* HOMO: -10.727 eV
* molar mass: 88.19 g/mol

Atoms and positions in Å:
C 1.586 -0.739 1.875
C 2.332 -1.421 0.653
C 1.403 -1.767 -0.575
H 0.559 -1.102 2.000
H 2.209 -0.799 2.868
H 1.795 0.239 1.762
H 2.745 -2.391 1.080
H 3.282 -0.984 0.181
H 1.650 -2.549 -1.199
H 1.273 -0.795 -1.136
H 0.386 -2.023 -0.242
C -1.385 1.628 0.603
C -1.710 1.818 -0.913
C -2.138 0.545 -1.695
H -0.766 0.790 0.836
H -0.880 2.436 1.077
H -2.290 1.661 1.254
H -2.358 2.663 -1.082
H -0.889 2.163 -1.628
H -1.667 -0.382 -1.437
H -3.219 0.282 -1.472
H -1.916 0.729 -2.810

Mulliken population analysis, charges in e, atoms 1 to 6:
1. C -1.10
2. C -0.25
3. C -1.09
4. H 0.30
5. H 0.31
6. H 0.34



Entry from OMol25: a 2-piece molecular cluster, C6H16 overall in a non-equilibrium geometry (the ωB97M-V functional and the def2-TZVPD basis).

* gap between HOMO and LUMO: 12.4 eV
* SMILES: CCC.CCC
* energy relative to the best compared isomer or geometry (same formula, charge and spin): 37.5 kJ/mol
* HOMO: -11.267 eV
* molar mass: 88.19 g/mol

Atoms and positions in Å:
C 1.634 0.265 3.176
C 2.603 -0.298 2.133
C 1.929 -0.548 0.793
H 0.717 -0.338 3.281
H 1.348 1.299 2.917
H 2.160 0.279 4.145
H 3.353 0.512 2.053
H 3.103 -1.177 2.584
H 1.392 0.364 0.485
H 1.195 -1.359 0.933
H 2.623 -0.837 -0.015
C -1.029 0.959 -1.526
C -1.664 -0.198 -2.328
C -3.241 -0.356 -2.318
H 0.066 0.847 -1.443
H -1.454 1.017 -0.510
H -1.247 1.903 -2.053
H -1.354 -0.081 -3.384
H -1.261 -1.163 -1.965
H -3.631 -0.136 -1.310
H -3.605 -1.351 -2.627
H -3.637 0.397 -3.021

Mulliken population analysis, charges in e, atoms 1 to 6:
1. C -1.11
2. C -0.23
3. C -0.91
4. H 0.30
5. H 0.30
6. H 0.32



Entry from OMol25: C6H16AlN2O8P as an isolated structure in a non-equilibrium geometry (the ωB97M-V functional and the def2-TZVPD basis).

* gap between HOMO and LUMO: 2.4 eV
* energy relative to the best compared isomer or geometry (same formula, charge and spin): 0.0 kJ/mol
* HOMO: 1.718 eV
* molar mass: 302.16 g/mol
* net charge: -2

Atoms and positions in Å:
Al -0.439 1.146 0.693
O 0.188 -0.607 0.094
H 0.739 -1.303 -0.314
O -0.910 2.482 -0.724
H -1.336 3.329 -0.490
P -2.310 0.989 2.456
O -2.145 0.343 3.875
O -1.639 -0.228 1.713
O -1.776 2.366 1.977
O -3.723 0.561 2.115
C 2.355 1.315 1.418
O 1.136 1.230 1.378
N 3.213 0.719 0.638
C 4.659 0.880 0.844
C 2.790 -0.213 -0.357
H 2.763 2.081 2.096
H 4.838 1.454 1.754
H 5.139 1.356 -0.011
H 5.030 -0.142 0.925
H 3.061 -0.075 -1.403
H 3.022 -1.232 -0.048
H 1.702 -0.143 -0.344
C -2.361 -0.311 -0.395
O -1.752 0.735 -0.424
N -2.295 -1.177 -1.459
C -3.070 -2.441 -1.478
C -1.248 -1.020 -2.509
H -3.090 -0.550 0.396
H -3.669 -2.704 -2.350
H -3.543 -2.627 -0.514
H -2.390 -3.286 -1.375
H -0.516 -1.816 -2.376
H -1.732 -1.009 -3.486
H -0.691 -0.103 -2.316

Mulliken population analysis, charges in e, atoms 1 to 6:
1. Al -0.13
2. O -0.57
3. H 0.09
4. O -0.78
5. H 0.15
6. P 0.86